Here is an isolated molecule of C18H29NO3 from OMol25. Energies are from ωB97M-V/def2-TZVPD.

```
! RIJCOSX wB97M-V def2-TZVPD def2/J DEFGRID3
* xyz 0 1
C 4.31 -2.33 0.17
C 3.22 -2.75 1.15
C 2.82 -1.61 2.08
C 1.64 -1.99 2.97
O 0.47 -2.26 2.23
C -0.25 -1.24 1.68
C -0.05 0.12 1.91
C -0.87 1.05 1.31
C -1.89 0.67 0.45
C -2.80 1.71 -0.19
C -3.43 2.60 0.89
O -3.84 1.10 -0.94
C -2.02 2.58 -1.19
C -1.35 1.75 -2.29
N -0.18 1.06 -1.80
C 1.01 1.89 -1.77
C 2.12 1.13 -1.06
O 2.42 -0.08 -1.72
C 1.27 -0.89 -1.82
C 0.13 -0.16 -2.53
C -2.08 -0.68 0.21
C -1.27 -1.63 0.82
H 4.60 -3.17 -0.45
H 3.95 -1.53 -0.47
H 5.19 -1.98 0.71
H 2.34 -3.08 0.60
H 3.57 -3.60 1.75
H 2.56 -0.74 1.48
H 3.67 -1.33 2.72
H 1.85 -2.92 3.49
H 1.45 -1.21 3.72
H 0.73 0.46 2.57
H -0.69 2.10 1.51
H -4.16 3.27 0.44
H -2.68 3.20 1.40
H -3.93 1.99 1.64
H -4.42 0.64 -0.32
H -1.28 3.17 -0.66
H -2.73 3.26 -1.66
H -1.11 2.41 -3.14
H -2.08 1.01 -2.63
H 0.79 2.81 -1.21
H 1.34 2.17 -2.79
H 3.05 1.71 -1.05
H 1.81 0.92 -0.03
H 1.57 -1.78 -2.37
H 0.93 -1.17 -0.81
H -0.76 -0.80 -2.53
H 0.42 0.04 -3.57
H -2.85 -1.01 -0.46
H -1.42 -2.68 0.63
*
```

As for the SMILES: CCCCOc1ccc([C@](C)(O)CCN2CCOCC2)cc1. The HOMO energy is -0.2905 hartree. The LUMO energy comes out at 0.795 eV. The calculated total energy is -983.73802 a.u.

Atom charges from the Mulliken analysis, given in e for atoms 1 to 8: atom 1 (C): -1.168, atom 2 (C): -0.411, atom 3 (C): 0.212, atom 4 (C): -0.897, atom 5 (O): -0.510, atom 6 (C): 0.566, atom 7 (C): -0.616, atom 8 (C): -0.576